*one*
C8H16O | ωB97M-V/def2-TZVPD

Each line ends with the Mulliken charge.
CARTESIAN COORDINATES (ANGSTROEM)
C  -0.959  0.506  1.010  0.831
C  -1.145  2.002  0.801  -1.504
C  -1.402  0.023  2.376  -1.489
C  0.213  -0.287  0.306  -0.161
C  1.229  0.440  0.940  -0.852
H  -1.692  0.062  -0.033  0.341
H  0.164  -1.336  0.595  0.352
H  -0.781  2.314  -0.177  0.357
H  -2.488  0.136  2.446  0.375
H  -1.168  -1.030  2.532  0.376
H  -2.216  2.218  0.825  0.397
H  -0.680  2.610  1.581  0.396
H  -0.969  0.597  3.199  0.323
H  1.900  -0.010  1.662  0.321
H  1.429  1.468  0.665  0.273
C  0.504  -1.350  -2.014  -0.580
C  2.028  -1.278  -1.972  -1.074
C  -0.195  -0.198  -1.276  0.310
O  -1.541  -0.279  -1.277  -0.770
H  0.196  0.769  -1.650  0.187
H  0.159  -1.309  -3.050  0.335
H  0.141  -2.295  -1.601  0.342
H  2.387  -0.325  -2.367  0.286
H  2.415  -1.369  -0.955  0.264
H  2.470  -2.078  -2.568  0.365

Results
* E_HOMO (alpha / beta): -0.3052 / -0.3052 Ha
* molar mass: 128.22 g/mol
* LUMO level (alpha / beta): -0.4616 / -0.4611 eV
* net charge: 0

*two*
C8H16O | ωB97M-V/def2-TZVPD

Each line ends with the Mulliken charge.
CARTESIAN COORDINATES (ANGSTROEM)
C  -0.408  0.328  0.551  1.472
C  -0.351  0.360  -0.924  0.076
C  0.129  -1.367  -0.591  -0.064
C  0.362  -0.945  0.849  -0.880
C  1.608  1.877  1.279  -0.706
C  -1.792  0.450  1.162  -1.822
C  0.678  1.027  -1.790  -1.740
C  -0.806  -2.512  -0.879  -1.486
O  0.249  1.780  0.996  -0.450
H  -1.341  0.451  -1.371  0.401
H  1.057  -1.465  -1.152  0.437
H  1.400  -0.837  1.148  0.279
H  -0.148  -1.572  1.578  0.339
H  2.259  1.795  0.396  0.226
H  1.999  1.117  1.977  0.269
H  1.814  2.854  1.733  0.316
H  -2.470  -0.313  0.783  0.346
H  -1.728  0.370  2.245  0.403
H  -2.188  1.432  0.917  0.427
H  1.691  0.801  -1.465  0.351
H  0.570  0.711  -2.828  0.406
H  0.524  2.106  -1.759  0.377
H  -0.334  -3.460  -0.610  0.378
H  -1.046  -2.563  -1.941  0.367
H  -1.728  -2.425  -0.307  0.278

Results
* E_HOMO: -0.3220 Ha
* molar mass: 128.21 g/mol
* LUMO level: 0.9995 eV
* structure (SMILES): CO[C@]1(C)C[C@@H](C)[C@@H]1C
* net charge: 0

*three*
C8H16O | ωB97M-V/def2-TZVPD

Each line ends with the Mulliken charge.
CARTESIAN COORDINATES (ANGSTROEM)
C  1.038  0.124  -0.708  1.957
C  2.440  -0.487  -0.557  -1.822
C  1.207  1.644  -0.771  -1.919
C  0.168  -1.976  0.464  -1.817
C  -2.391  -0.681  1.090  -1.707
C  -1.480  1.592  0.659  -1.552
C  -0.031  -0.485  0.208  -0.211
C  -1.197  0.112  0.591  1.547
O  0.549  -0.275  -2.071  -0.603
H  -0.360  0.042  -2.209  0.380
H  1.482  2.062  0.202  0.348
H  3.134  -0.048  -1.285  0.428
H  2.447  -1.560  -0.775  0.411
H  2.849  -0.321  0.445  0.357
H  0.311  2.137  -1.157  0.310
H  1.990  1.916  -1.490  0.422
H  -0.544  -2.402  1.174  0.430
H  0.103  -2.548  -0.466  0.346
H  1.146  -2.155  0.923  0.336
H  -0.595  2.191  0.864  0.399
H  -2.398  -0.734  2.182  0.333
H  -2.430  -1.692  0.676  0.457
H  -3.320  -0.197  0.765  0.433
H  -1.969  1.934  -0.257  0.309
H  -2.147  1.808  1.503  0.426

Results
* E_HOMO: -0.3169 Ha
* molar mass: 128.21 g/mol
* LUMO level: 0.8613 eV
* structure (SMILES): CC(C)=C(C)C(C)(C)O
* net charge: 0

It is *three* that is the most stable of them.

*one*
C9H16N5 | ωB97M-V/def2-TZVPD

Each line ends with the Mulliken charge.
CARTESIAN COORDINATES (ANGSTROEM)
C  2.286  -0.484  -0.843  -0.164
C  3.606  -0.937  -0.892  -0.476
C  1.962  0.564  0.014  0.380
C  4.585  -0.350  0.042  0.618
C  -0.310  1.988  0.403  -0.624
C  -0.741  0.941  -0.484  0.445
C  -3.781  -1.127  0.770  -1.070
C  -1.514  -0.235  0.130  -1.087
C  -2.913  0.120  0.619  -0.190
N  0.679  1.006  0.041  0.094
N  2.885  1.095  0.833  -0.789
N  4.111  0.578  0.878  0.225
N  5.873  -0.697  0.024  -0.443
N  -0.820  1.088  -1.882  -0.518
H  1.672  -0.844  -1.736  0.348
H  3.950  -1.701  -1.606  0.274
H  -0.223  3.081  0.147  0.242
H  -0.637  1.975  1.505  0.214
H  -3.838  -1.549  1.822  0.269
H  -3.265  -1.869  0.087  0.281
H  -4.817  -1.010  0.507  0.332
H  -1.574  -1.128  -0.596  0.539
H  -1.069  -0.637  1.029  0.199
H  -2.827  0.452  1.643  0.258
H  -3.527  0.759  -0.029  0.330
H  4.643  1.087  1.676  0.306
H  6.217  -1.434  -0.587  0.244
H  6.370  -0.563  0.939  0.254
H  -1.027  2.075  -2.244  0.243
H  -1.476  0.505  -2.321  0.266

Results
* E_HOMO: -0.4280 Ha
* molar mass: 194.26 g/mol
* LUMO level: -3.8826 eV
* structure (SMILES): CCC[C@@]1(N)CN1c1ccc(=[NH2+])[nH]n1
* net charge: +1

*two*
C9H16N5 | ωB97M-V/def2-TZVPD

Each line ends with the Mulliken charge.
CARTESIAN COORDINATES (ANGSTROEM)
C  2.856  0.888  -1.460  0.422
C  -0.988  0.079  1.429  0.490
C  -2.911  0.594  -1.468  -0.834
C  -1.506  0.713  -2.025  -0.607
C  2.435  -2.199  1.656  -0.546
C  -2.658  1.110  -0.064  -0.635
C  -0.642  0.158  -0.958  -0.360
C  1.952  -0.728  1.524  -0.765
C  2.730  -2.052  0.136  -0.248
N  3.084  1.508  -2.468  -0.463
N  -1.364  0.563  0.298  0.103
N  2.331  -0.760  0.222  0.644
N  -1.656  0.265  2.626  -0.362
N  2.253  0.261  -0.618  -0.770
H  -3.763  1.085  -1.875  0.397
H  -3.104  -0.391  -1.339  0.348
H  -1.527  0.221  -2.989  0.400
H  -1.172  1.838  -2.117  0.254
H  3.346  -2.307  2.199  0.341
H  1.660  -2.935  1.845  0.273
H  -2.456  2.148  -0.050  0.299
H  -3.550  0.919  0.683  0.417
H  -0.613  -0.918  -1.082  0.329
H  0.353  0.649  -0.950  0.261
H  0.143  -0.389  1.551  0.002
H  2.248  -0.036  2.294  0.401
H  2.933  -2.849  -0.597  0.390
H  3.604  2.373  -2.423  0.307
H  -2.663  0.368  2.504  0.234
H  -1.355  -0.174  3.515  0.276

Results
* E_HOMO: -0.3879 Ha
* molar mass: 194.26 g/mol
* LUMO level: -2.8616 eV
* net charge: +1

It is *one* that is the most stable of them.